The following is a DFT calculation (ωB97M-V/def2-TZVPD) of a cluster of 13 separate species, C101H217N15O13 in total in a non-equilibrium geometry.

HOMO: -0.2801 Ha
ΔE to the lowest compared entry with this formula, charge and spin: 849.1 kJ/mol
Net charge: 0
Spin multiplicity: 1

Geometry (Å):
C (1.098, 4.838, 3.262)
C (0.634, 4.604, 4.744)
C (1.030, 3.172, 5.132)
C (2.514, 2.859, 5.219)
C (3.002, 3.808, 6.414)
C (2.755, 5.299, 6.169)
N (1.376, 5.463, 5.700)
O (0.944, 6.823, 5.718)
C (2.950, 6.027, 7.538)
C (3.863, 5.935, 5.297)
C (-0.847, 4.850, 4.925)
H (1.868, 4.109, 3.008)
H (1.480, 5.828, 3.015)
H (0.141, 4.742, 2.750)
H (0.573, 3.021, 6.110)
H (0.527, 2.471, 4.465)
H (3.042, 3.121, 4.302)
H (2.764, 1.803, 5.322)
H (4.073, 3.704, 6.589)
H (2.520, 3.574, 7.363)
H (3.680, 5.496, 8.150)
H (3.280, 7.066, 7.540)
H (2.131, 6.027, 8.258)
H (3.880, 5.649, 4.245)
H (3.785, 7.021, 5.244)
H (4.876, 5.737, 5.648)
H (-1.132, 5.802, 4.478)
H (-1.251, 4.756, 5.934)
H (-1.436, 4.115, 4.376)
H (0.939, 7.053, 6.650)
C (4.224, 7.188, -4.968)
C (2.855, 6.899, -4.380)
C (2.230, 5.748, -5.252)
C (2.609, 4.343, -4.789)
C (2.347, 4.243, -3.351)
C (3.086, 5.214, -2.532)
N (2.830, 6.588, -2.985)
O (3.200, 7.694, -2.117)
C (2.576, 4.920, -1.160)
C (4.588, 4.987, -2.618)
C (1.928, 8.135, -4.593)
H (4.956, 6.408, -4.764)
H (4.614, 8.126, -4.573)
H (4.300, 7.183, -6.056)
H (1.150, 5.720, -5.399)
H (2.567, 5.813, -6.287)
H (3.591, 4.015, -5.129)
H (1.842, 3.773, -5.313)
H (2.675, 3.223, -3.150)
H (1.286, 4.462, -3.231)
H (1.489, 4.860, -1.109)
H (2.822, 3.882, -0.936)
H (2.939, 5.657, -0.443)
H (4.906, 4.244, -1.886)
H (4.773, 4.547, -3.598)
H (5.176, 5.879, -2.398)
H (2.495, 8.836, -3.981)
H (0.900, 7.993, -4.260)
H (1.911, 8.480, -5.627)
H (2.322, 7.770, -1.736)
C (-5.056, 0.972, 1.793)
C (-5.809, 0.096, 0.843)
C (-4.990, -0.001, -0.498)
C (-5.507, -1.145, -1.464)
C (-5.391, -2.495, -0.722)
C (-6.282, -2.486, 0.597)
N (-5.966, -1.295, 1.412)
O (-6.773, -1.326, 2.542)
C (-7.735, -2.683, 0.171)
C (-5.726, -3.711, 1.479)
C (-7.172, 0.775, 0.518)
H (-4.132, 0.519, 2.153)
H (-5.715, 1.357, 2.571)
H (-4.636, 1.869, 1.338)
H (-5.135, 0.899, -1.096)
H (-3.952, 0.049, -0.171)
H (-4.866, -1.224, -2.342)
H (-6.553, -0.902, -1.651)
H (-4.347, -2.775, -0.584)
H (-5.706, -3.196, -1.495)
H (-8.379, -2.751, 1.048)
H (-8.074, -1.774, -0.327)
H (-8.030, -3.533, -0.443)
H (-6.070, -3.532, 2.498)
H (-6.294, -4.580, 1.146)
H (-4.651, -3.838, 1.358)
H (-7.795, 0.296, -0.238)
H (-7.273, 1.798, 0.154)
H (-7.726, 0.709, 1.454)
H (-6.430, -2.140, 2.920)
C (-3.328, 7.711, -1.357)
C (-2.910, 6.191, -1.059)
C (-4.117, 5.231, -0.589)
C (-4.967, 4.725, -1.732)
C (-4.187, 4.129, -2.891)
C (-3.060, 5.073, -3.412)
N (-2.269, 5.538, -2.227)
O (-1.159, 6.190, -2.675)
C (-2.192, 4.187, -4.322)
C (-3.644, 6.174, -4.333)
C (-1.829, 6.124, 0.077)
H (-3.610, 8.257, -0.457)
H (-4.128, 7.809, -2.091)
H (-2.612, 8.303, -1.927)
H (-3.745, 4.396, 0.004)
H (-4.786, 5.864, -0.008)
H (-5.401, 5.652, -2.107)
H (-5.759, 4.068, -1.374)
H (-4.811, 3.925, -3.761)
H (-3.764, 3.160, -2.627)
H (-1.559, 3.451, -3.828)
H (-2.825, 3.520, -4.907)
H (-1.475, 4.760, -4.909)
H (-3.914, 5.807, -5.322)
H (-4.540, 6.455, -3.781)
H (-2.972, 7.024, -4.460)
H (-1.360, 5.153, 0.235)
H (-2.241, 6.332, 1.064)
H (-1.018, 6.838, 0.218)
H (-0.441, 5.561, -2.575)
C (1.470, -8.711, -0.449)
C (1.080, -7.554, -1.364)
C (2.393, -6.779, -1.800)
C (2.181, -5.687, -2.888)
C (1.511, -6.290, -4.063)
C (0.080, -6.881, -3.706)
N (0.290, -7.839, -2.578)
O (-0.714, -8.901, -2.570)
C (-1.012, -5.754, -3.408)
C (-0.221, -7.579, -5.104)
C (0.315, -6.431, -0.609)
H (0.622, -9.142, 0.083)
H (2.139, -8.431, 0.366)
H (1.924, -9.545, -0.983)
H (2.938, -6.528, -0.890)
H (3.073, -7.495, -2.259)
H (3.145, -5.240, -3.129)
H (1.603, -4.950, -2.331)
H (2.149, -6.981, -4.613)
H (1.327, -5.353, -4.589)
H (-0.870, -5.080, -2.563)
H (-1.083, -5.283, -4.389)
H (-1.995, -6.196, -3.248)
H (-1.207, -8.040, -5.067)
H (-0.231, -6.911, -5.966)
H (0.342, -8.495, -5.283)
H (0.343, -5.418, -1.010)
H (0.860, -6.295, 0.325)
H (-0.702, -6.762, -0.402)
H (-1.429, -8.433, -2.132)
C (1.128, -1.895, 0.169)
C (-0.395, -1.626, -0.128)
C (-1.209, -1.599, 1.205)
C (-0.834, -0.382, 2.008)
C (-1.207, 0.840, 1.131)
C (-0.416, 0.909, -0.246)
N (-0.556, -0.425, -0.897)
O (0.176, -0.379, -2.110)
C (-1.255, 1.959, -1.045)
C (1.008, 1.386, 0.055)
C (-1.041, -2.761, -1.002)
H (1.600, -2.296, -0.728)
H (1.153, -2.649, 0.957)
H (1.721, -1.020, 0.435)
H (-2.254, -1.592, 0.894)
H (-0.924, -2.447, 1.826)
H (0.189, -0.164, 2.316)
H (-1.465, -0.284, 2.891)
H (-1.074, 1.661, 1.835)
H (-2.267, 0.839, 0.876)
H (-2.297, 1.638, -1.078)
H (-0.995, 2.935, -0.637)
H (-0.900, 1.865, -2.071)
H (1.347, 1.301, 1.087)
H (1.766, 0.961, -0.603)
H (1.029, 2.461, -0.128)
H (-0.403, -2.981, -1.858)
H (-2.034, -2.480, -1.352)
H (-1.223, -3.621, -0.359)
H (1.095, -0.327, -1.837)
C (-3.209, -0.817, 8.234)
C (-3.214, 0.214, 7.046)
C (-4.603, 0.116, 6.299)
C (-5.717, 0.845, 6.919)
C (-5.268, 2.275, 7.113)
C (-4.011, 2.486, 8.092)
N (-2.923, 1.559, 7.601)
O (-1.693, 1.800, 8.103)
C (-3.597, 3.953, 7.945)
C (-4.497, 2.096, 9.633)
C (-2.159, -0.371, 6.017)
H (-2.372, -0.740, 8.927)
H (-3.291, -1.862, 7.936)
H (-4.052, -0.568, 8.879)
H (-4.570, 0.418, 5.252)
H (-4.889, -0.934, 6.244)
H (-6.077, 0.294, 7.787)
H (-6.605, 0.995, 6.305)
H (-6.127, 2.804, 7.525)
H (-5.005, 2.725, 6.156)
H (-2.958, 3.908, 7.063)
H (-4.400, 4.685, 7.853)
H (-2.882, 4.184, 8.735)
H (-5.117, 2.874, 10.079)
H (-4.902, 1.087, 9.710)
H (-3.642, 2.275, 10.286)
H (-1.193, -0.552, 6.486)
H (-2.047, 0.350, 5.207)
H (-2.397, -1.293, 5.487)
H (-1.258, 2.040, 7.282)
C (-6.108, 0.555, -5.314)
C (-4.746, 0.000, -5.619)
C (-3.651, 0.567, -4.626)
C (-2.305, -0.209, -4.579)
C (-2.532, -1.676, -4.268)
C (-3.615, -2.375, -5.187)
N (-4.821, -1.492, -5.528)
O (-5.797, -2.083, -6.414)
C (-2.901, -2.795, -6.500)
C (-4.104, -3.684, -4.442)
C (-4.405, 0.571, -7.069)
H (-6.579, 0.121, -4.433)
H (-6.835, 0.433, -6.117)
H (-6.127, 1.629, -5.129)
H (-3.342, 1.536, -5.019)
H (-4.171, 0.657, -3.672)
H (-1.569, 0.266, -3.929)
H (-1.759, -0.237, -5.522)
H (-2.838, -1.792, -3.228)
H (-1.588, -2.205, -4.399)
H (-3.597, -3.422, -7.058)
H (-2.795, -1.929, -7.154)
H (-1.911, -3.224, -6.350)
H (-3.294, -4.408, -4.355)
H (-4.464, -3.494, -3.430)
H (-4.844, -4.305, -4.945)
H (-4.234, 1.647, -7.074)
H (-5.189, 0.425, -7.812)
H (-3.441, 0.164, -7.376)
H (-6.519, -2.304, -5.822)
C (9.236, 0.778, 2.350)
C (8.140, 0.573, 1.231)
C (7.607, -0.876, 1.547)
C (6.239, -1.262, 1.000)
C (5.251, -0.168, 1.134)
C (5.718, 1.329, 0.805)
N (7.064, 1.586, 1.379)
O (7.457, 2.772, 1.219)
C (5.479, 1.517, -0.701)
C (4.645, 2.186, 1.524)
C (8.621, 0.549, -0.231)
H (9.527, 1.822, 2.468)
H (10.200, 0.350, 2.077)
H (9.003, 0.312, 3.308)
H (8.359, -1.607, 1.249)
H (7.540, -0.994, 2.629)
H (5.929, -2.160, 1.535)
H (6.228, -1.754, 0.027)
H (4.891, -0.135, 2.163)
H (4.399, -0.407, 0.498)
H (5.796, 0.736, -1.392)
H (4.393, 1.470, -0.778)
H (6.012, 2.361, -1.140)
H (3.618, 1.820, 1.502)
H (4.987, 2.394, 2.538)
H (4.308, 3.083, 1.004)
H (7.848, 0.190, -0.911)
H (9.553, -0.005, -0.352)
H (8.766, 1.600, -0.479)
H (7.325, 3.040, 2.132)
C (1.799, 0.288, -5.002)
C (2.487, -1.020, -5.279)
C (2.679, -1.046, -6.864)
C (3.796, -0.029, -7.259)
C (5.089, -0.335, -6.427)
C (4.873, -0.295, -4.864)
N (3.736, -1.207, -4.461)
O (3.550, -1.043, -3.086)
C (6.191, -0.959, -4.329)
C (4.849, 1.225, -4.440)
C (1.499, -2.139, -4.935)
H (2.146, 1.072, -5.675)
H (2.047, 0.678, -4.014)
H (0.718, 0.378, -5.104)
H (2.959, -2.066, -7.129)
H (1.741, -0.830, -7.375)
H (3.520, 1.025, -7.273)
H (4.162, -0.153, -8.278)
H (5.792, 0.427, -6.761)
H (5.608, -1.257, -6.689)
H (6.125, -0.983, -3.241)
H (6.430, -1.909, -4.806)
H (7.029, -0.280, -4.488)
H (4.839, 1.364, -3.359)
H (5.786, 1.752, -4.620)
H (4.007, 1.673, -4.969)
H (0.505, -1.997, -5.360)
H (1.315, -2.053, -3.864)
H (1.943, -3.117, -5.122)
H (3.405, -1.974, -2.902)
C (4.247, -5.303, 2.168)
C (3.455, -5.798, 3.487)
C (4.444, -6.067, 4.619)
C (4.831, -4.860, 5.339)
C (3.574, -4.067, 5.796)
C (2.637, -3.723, 4.637)
N (2.274, -4.911, 3.928)
O (1.337, -4.735, 2.941)
C (1.310, -3.071, 5.253)
C (3.243, -2.587, 3.791)
C (2.796, -7.154, 3.041)
H (3.771, -4.482, 1.632)
H (4.544, -6.072, 1.456)
H (5.166, -4.798, 2.469)
H (4.102, -6.879, 5.260)
H (5.382, -6.457, 4.222)
H (5.459, -4.129, 4.828)
H (5.506, -5.054, 6.172)
H (3.934, -3.207, 6.361)
H (3.100, -4.580, 6.632)
H (0.929, -3.914, 5.829)
H (1.603, -2.202, 5.841)
H (0.524, -2.660, 4.621)
H (2.523, -2.478, 2.980)
H (3.385, -1.596, 4.223)
H (4.191, -2.853, 3.324)
H (3.458, -7.727, 2.392)
H (1.922, -7.051, 2.399)
H (2.448, -7.706, 3.914)
H (0.615, -5.301, 3.224)
C (-4.197, -6.929, -0.611)
O (-4.096, -6.437, 0.523)
N (-3.209, -7.544, -1.201)
N (-5.242, -6.971, -1.341)
H (-3.283, -7.904, -2.142)
H (-2.472, -7.860, -0.588)
H (-5.251, -7.508, -2.196)
H (-5.934, -6.252, -1.182)
C (-2.181, -5.486, 3.280)
O (-1.392, -5.298, 4.165)
N (-2.207, -4.964, 2.103)
N (-3.141, -6.336, 3.369)
H (-1.423, -4.363, 1.894)
H (-2.907, -5.294, 1.455)
H (-3.203, -7.025, 4.106)
H (-3.818, -6.487, 2.635)



The following is a DFT calculation (ωB97M-V/def2-TZVPD) of a structure of composition C14H23N2OPTi in a non-equilibrium geometry.

HOMO: -0.5816 Ha
Net charge: +2
Spin multiplicity: 1

Geometry (Å):
C (4.102, 0.143, -2.620)
C (3.351, 1.300, -2.411)
C (2.174, 1.317, -1.656)
C (1.758, 0.116, -1.058)
C (2.499, -1.074, -1.303)
C (3.691, -1.063, -2.047)
C (1.463, 2.590, -1.480)
C (-0.033, 2.671, -1.801)
N (-0.800, 1.410, -1.949)
Ti (-0.196, -0.004, -0.292)
C (1.999, -2.411, -0.785)
P (0.153, -2.363, -0.610)
H (3.716, 2.216, -2.867)
H (4.247, -2.010, -2.181)
H (5.007, 0.132, -3.238)
H (2.383, -2.675, 0.228)
H (2.189, -3.250, -1.486)
H (1.601, 2.944, -0.458)
H (1.960, 3.332, -2.111)
H (-0.525, 3.281, -1.037)
C (-0.179, -3.904, 0.326)
C (-0.452, -2.780, -2.300)
H (-0.179, 3.233, -2.739)
C (-0.544, 0.829, -3.263)
C (-2.216, 1.624, -1.729)
H (-1.217, -1.505, 0.737)
H (-0.972, 1.497, -4.023)
H (0.540, 0.695, -3.469)
H (-1.042, -0.146, -3.337)
H (-2.647, 2.038, -2.625)
H (-2.686, 0.662, -1.509)
H (-2.378, 2.308, -0.896)
H (-0.252, -3.858, -2.435)
H (-1.539, -2.567, -2.349)
H (0.095, -2.175, -3.044)
H (0.226, -4.741, -0.270)
H (0.321, -3.829, 1.309)
H (-1.272, -3.994, 0.454)
H (-0.984, -0.904, 1.184)
O (-0.921, 1.352, 3.954)
C (-0.855, 0.843, 2.868)
N (-0.722, 0.468, 1.721)



The following is a DFT calculation (ωB97M-V/def2-TZVPD) of a cluster of 2 separate species, C4H11NO in total in a non-equilibrium geometry.

HOMO: -0.3651 Ha
ΔE to the lowest compared entry with this formula, charge and spin: 790.8 kJ/mol
Net charge: 0
Spin multiplicity: 1

Geometry (Å):
C (-1.259, -0.943, 0.777)
C (-0.257, -0.002, 1.446)
N (1.081, 0.007, 0.882)
C (0.941, 0.630, -0.604)
C (0.888, -0.376, -1.809)
O (-1.838, 1.986, -0.180)
H (-2.205, -0.678, 1.127)
H (-1.357, -0.733, -0.268)
H (-1.053, -2.003, 0.988)
H (-0.818, 0.931, 1.212)
H (-0.222, -0.120, 2.525)
H (1.594, 0.827, 1.389)
H (-0.041, 1.290, -0.644)
H (1.890, 1.194, -0.651)
H (0.907, 0.060, -2.808)
H (0.003, -1.004, -1.685)
H (1.747, -1.066, -1.697)